Entry 1:
Density functional theory data (ωB97M-V/def2-TZVPD) for a gas-phase ion, C3H8NO3 (charge +1) at a distorted geometry.

Each line ends with the Löwdin charge.
Element x y z (Å)
1 C -1.05 0.45 -0.30  -0.050
2 C -0.88 -1.08 -0.01  -0.142
3 C 1.26 -0.08 0.05  -0.566
4 N 0.20 1.05 0.26  0.207
5 O 0.41 -1.27 -0.52  -0.049
6 O 1.78 -0.42 1.22  0.165
7 O 2.02 0.14 -1.01  0.161
8 H -1.07 0.49 -1.44  0.178
9 H -1.91 0.84 0.07  0.104
10 H -0.83 -1.28 1.07  0.147
11 H -1.60 -1.58 -0.50  0.100
12 H 0.37 1.83 -0.34  0.182
13 H 0.09 1.22 1.27  0.211
14 H 2.59 -1.00 1.11  0.197
15 H 1.81 -0.53 -1.66  0.154

Values from the calculation:
Total energy = -399.2946 a.u.
Charge = +1
SMILES string = OC1(O)[NH2+]CCO1
Energy relative to the best compared isomer or geometry (same formula, charge and spin) = 35.5 kcal per mole


Entry 2:
Density functional theory data (ωB97M-V/def2-TZVPD) for 4 unconnected molecules or ions with the total composition C4H14NO3 at a distorted geometry.

Each line ends with the Löwdin charge.
Element x y z (Å)
1 O -0.25 -0.11 -1.37  -0.101
2 C 0.62 -0.20 -0.33  -0.219
3 C 0.27 -1.26 0.82  -0.434
4 N 1.41 -1.38 1.72  0.081
5 C 0.04 2.90 -1.67  -0.068
6 C -0.99 -0.86 1.43  -0.080
7 H 1.76 -0.36 -0.66  0.172
8 H 0.13 -2.20 0.18  0.160
9 H 2.07 -2.08 1.45  0.073
10 H 0.38 3.81 -2.27  0.039
11 H -0.22 3.30 -0.66  0.019
12 H -0.84 2.41 -2.09  0.008
13 H 0.75 2.06 -1.54  -0.006
14 H -1.45 -0.20 0.64  0.095
15 H -1.72 -1.48 1.98  0.088
16 H -0.52 -0.20 2.26  0.108
17 H -1.57 -1.63 -1.40  0.056
18 H -2.75 -2.62 -1.62  -0.017
19 O -2.05 -2.47 -1.06  -0.062
20 H 1.61 2.02 1.16  0.061
21 H 2.02 -0.55 2.09  0.135
22 O 1.30 1.11 0.94  -0.110

Values from the calculation:
Spin multiplicity = 2
Total energy = -441.0524 a.u.
Energy relative to the best compared isomer or geometry (same formula, charge and spin) = 112.0 kcal per mole
⟨S²⟩ = 0.77